1.
This record from the Open Molecules 2025 dataset describes C23H49AlN4P3Se as an isolated structure in a non-equilibrium geometry. The level of theory is ωB97M-V with the def2-TZVPD basis set.

The HOMO energy comes out at -14.726 eV. As for the net charge: +3. The value obtained for the relative energy (zero: lowest compared OMol25 entry of this formula, charge and spin) is 39.2 kJ/mol. The value obtained for the largest force on an atom is 3.8 eV/Å. The HOMO-LUMO gap is 0.1085 Ha. For the energy, the calculation gives -4791.7388 Ha.

Geometry (Å):
1 Al 0.2306 0.0429 0.5571
2 P 1.5293 -0.2098 2.9019
3 P -0.6716 2.3149 0.8278
4 P 2.6161 1.4145 -0.0405
5 H -0.0488 -1.4526 -1.5970
6 C 0.8095 -0.9356 -1.1563
7 C 1.6182 -1.6363 -0.2002
8 H 1.3236 -2.6338 0.1372
9 C 0.9256 -1.3657 4.2038
10 C 1.6715 1.2953 3.9384
11 C 3.2678 -0.7802 2.8843
12 C -1.3541 2.7973 -0.7963
13 C -2.1603 2.5398 1.8840
14 C 0.2638 3.8062 1.3255
15 C 4.0604 0.4952 -0.7102
16 C 3.5371 2.5597 1.0518
17 C 2.2913 2.4768 -1.5012
18 H 1.2819 -0.2813 -1.8949
19 H 2.6940 -1.4548 -0.1256
20 H 0.6818 -2.3508 3.7854
21 H 0.0400 -0.9739 4.7192
22 H 1.7050 -1.5004 4.9678
23 H 0.6756 1.7171 4.1273
24 H 2.2872 2.0657 3.4610
25 H 2.1217 1.0400 4.9091
26 H 3.3312 -1.7382 2.3562
27 H 3.6051 -0.9404 3.9177
28 H 3.9483 -0.0713 2.4017
29 H -1.9150 3.7378 -0.6942
30 H -2.0352 2.0203 -1.1685
31 H -0.5532 2.9290 -1.5349
32 H -2.4421 3.6061 1.8736
33 H -1.9398 2.2422 2.9224
34 H -3.0128 1.9554 1.5056
35 H -0.4491 4.6452 1.3981
36 H 1.0416 4.0731 0.5976
37 H 0.7262 3.6554 2.3135
38 H 4.8052 1.2186 -1.0710
39 H 3.7630 -0.1505 -1.5439
40 H 4.5244 -0.1282 0.0641
41 H 4.3025 3.0740 0.4524
42 H 4.0413 2.0167 1.8616
43 H 2.8795 3.3133 1.4978
44 H 3.2574 2.8309 -1.8922
45 H 1.6730 3.3475 -1.2521
46 H 1.7807 1.9091 -2.2921
47 C -0.7743 0.3099 -5.5481
48 C -0.2098 -0.8871 -5.0749
49 C 0.2276 -1.8695 -5.9658
50 C 0.0861 -1.6890 -7.3415
51 C -0.5028 -0.5176 -7.8306
52 C -0.9381 0.4787 -6.9446
53 Se -1.2365 1.6148 -4.2054
54 H -0.9172 0.8280 -2.9304
55 H -0.1084 -1.0289 -3.9984
56 H 0.6817 -2.7774 -5.5615
57 H 0.4332 -2.4613 -8.0270
58 H -0.6199 -0.3821 -8.9027
59 H -1.3982 1.3908 -7.3269
60 C -1.0319 -2.6260 1.0397
61 N -1.3665 -1.1618 1.0659
62 C -1.9999 -0.8673 2.4174
63 N -3.1320 -1.7267 2.7275
64 C -2.7058 -3.1447 2.6883
65 N -2.1794 -3.4937 1.3586
66 C -3.2319 -3.2606 0.3547
67 N -3.6508 -1.8434 0.3509
68 C -2.5042 -0.9783 0.0485
69 C -4.1695 -1.5261 1.6982
70 H -0.2494 -2.8230 1.7773
71 H -0.6959 -2.9070 0.0395
72 H -2.3469 0.1667 2.4370
73 H -1.2536 -1.0166 3.1935
74 H -3.5881 -3.7620 2.8988
75 H -1.9280 -3.3311 3.4451
76 H -2.8474 -3.5368 -0.6343
77 H -4.1072 -3.8676 0.6053
78 H -2.8480 0.0677 0.0769
79 H -2.1203 -1.2319 -0.9490
80 H -5.0041 -2.2001 1.9228
81 H -4.4920 -0.4755 1.7227



2.
This record from the Open Molecules 2025 dataset describes an isolated ion of composition C23H49BFN4O5 and charge +1 in a non-equilibrium geometry. The level of theory is ωB97M-V with the def2-TZVPD basis set.

Its structure (SMILES) is CCCCCCC[C@]1(O)[C@H](CC(N)(N)N)O[C@@](CCCCOC(C)=O)(C[C@@H](C)F)C[N@@H+]1B(C)O. The HOMO energy comes out at -11.510 eV. As for the net charge: +1. The value obtained for the largest force on an atom is 1.3 eV/Å. The HOMO-LUMO gap is 0.3189 Ha. For the energy, the calculation gives -1625.5609 Ha.

Geometry (Å):
1 C 5.4076 -2.1817 0.2273
2 C 4.7119 -2.3549 -1.1375
3 C 3.6554 -3.4580 -1.1585
4 C 2.4848 -3.1457 -2.1098
5 C 1.6200 -2.0165 -1.5527
6 C 0.2194 -1.9288 -2.1594
7 C -0.5205 -0.6914 -1.5906
8 C -1.8890 -0.9422 -0.9806
9 O -2.5996 -1.7930 -1.8178
10 C -2.6045 0.4106 -0.7510
11 C -3.0467 1.0850 -2.0651
12 C -2.7386 2.5899 -2.2374
13 N -3.3020 3.3944 -1.1369
14 N -3.3927 2.9329 -3.5021
15 N -1.3410 2.9155 -2.4201
16 O -1.7248 1.2104 0.0046
17 C -1.4208 0.7499 1.3200
18 C -0.2890 1.6950 1.7894
19 C 0.9154 1.0876 2.4921
20 C 1.9756 2.1783 2.7063
21 C 2.6314 2.6588 1.4049
22 O 2.2931 1.8095 0.2976
23 C 2.2569 2.4291 -0.9183
24 C 2.7130 1.5449 -2.0432
25 O 1.8557 3.5655 -1.0716
26 C -2.6683 0.9182 2.2245
27 C -2.4490 0.6358 3.7142
28 C -2.4683 1.8570 4.6079
29 F -3.5155 -0.1905 4.1182
30 C -0.9897 -0.7204 1.3529
31 N -1.8484 -1.5526 0.4225
32 B -1.6041 -3.0833 0.4797
33 C -0.2423 -3.7708 0.7683
34 O -2.7479 -3.8072 0.3281
35 H 4.7567 -2.5133 1.0318
36 H 6.3346 -2.7472 0.2447
37 H 5.6603 -1.1412 0.4150
38 H 5.4743 -2.5290 -1.8944
39 H 4.2658 -1.3949 -1.4008
40 H 3.2334 -3.5253 -0.1530
41 H 4.1012 -4.4205 -1.3937
42 H 1.8987 -4.0418 -2.2972
43 H 2.9299 -2.7790 -3.0348
44 H 1.5676 -2.0651 -0.4644
45 H 2.0983 -1.0606 -1.7691
46 H 0.3377 -1.8126 -3.2331
47 H -0.3531 -2.8404 -2.0015
48 H 0.1529 -0.1616 -0.9274
49 H -0.6999 -0.0166 -2.4217
50 H -3.5469 -1.6427 -1.7288
51 H -3.5260 0.1974 -0.1905
52 H -4.1271 0.9869 -2.1528
53 H -2.6212 0.5696 -2.9199
54 H -3.7054 2.7988 -0.4259
55 H -2.5541 3.9012 -0.6784
56 H -4.3724 3.0928 -3.3190
57 H -2.9719 3.7764 -3.8610
58 H -0.8644 2.2451 -3.0006
59 H -0.8528 3.0385 -1.5470
60 H 0.0341 2.2387 0.9060
61 H -0.7349 2.4418 2.4419
62 H 1.3973 0.3054 1.9109
63 H 0.6767 0.6870 3.4761
64 H 2.7335 1.7803 3.3778
65 H 1.5235 3.0168 3.2329
66 H 2.3567 3.6917 1.2214
67 H 3.7136 2.6303 1.5155
68 H 2.6176 2.1177 -2.9592
69 H 3.7427 1.2311 -1.9111
70 H 2.0579 0.6804 -2.1320
71 H -3.0386 1.9332 2.1128
72 H -3.4376 0.2116 1.9139
73 H -1.5505 0.0537 3.9141
74 H -2.6393 1.5556 5.6351
75 H -1.5361 2.4126 4.5455
76 H -3.2755 2.5163 4.2961
77 H -1.0997 -1.1595 2.3378
78 H 0.0320 -0.8850 1.0330
79 H -2.8043 -1.4485 0.7733
80 H 0.2777 -3.9680 -0.1674
81 H 0.4126 -3.2371 1.4514
82 H -0.4725 -4.7480 1.1873
83 H -2.9403 -4.0040 -0.5954



3.
This record from the Open Molecules 2025 dataset describes C23H49HfN4P3Se as an isolated structure in a non-equilibrium geometry. The level of theory is ωB97M-V with the def2-TZVPD basis set.

The HOMO energy (alpha / beta) comes out at -19.814 / -19.273 eV. As for the net charge: +4. The value obtained for the largest force on an atom is 4.6 eV/Å. The HOMO-LUMO gap (alpha / beta) is 0.1431 / 0.1011 Ha. For the energy, the calculation gives -4596.6140 Ha.

Geometry (Å):
1 Hf 1.0425 0.2378 -1.0312
2 P -0.8714 0.1000 0.9216
3 P 1.7266 -2.2879 -0.5754
4 P -0.9545 -0.5623 -2.4491
5 H -2.2475 3.8852 1.7780
6 C -1.7292 4.0456 0.8252
7 C -2.3365 3.8654 -0.3531
8 H -3.3749 3.5241 -0.3891
9 C -0.4670 0.7527 2.6072
10 C -1.2579 -1.6559 1.4319
11 C -2.6287 0.6426 0.7525
12 C 3.2192 -3.0947 -1.3018
13 C 2.0255 -2.9914 1.1176
14 C 0.5319 -3.5808 -1.1266
15 C -1.7613 1.0272 -2.8577
16 C -2.3480 -1.6551 -1.9851
17 C -0.6016 -1.2809 -4.0998
18 H -0.7066 4.4660 0.8612
19 H -1.9042 4.2244 -1.2913
20 H -0.1807 1.8134 2.5663
21 H 0.3411 0.1700 3.0631
22 H -1.3843 0.6564 3.1965
23 H -0.3570 -2.2312 1.6695
24 H -1.8280 -2.1966 0.6665
25 H -1.8725 -1.5856 2.3416
26 H -2.7039 1.6704 0.3816
27 H -3.0393 0.6049 1.7665
28 H -3.1931 -0.0261 0.1003
29 H 3.0369 -4.1691 -1.4448
30 H 4.0749 -2.9858 -0.6286
31 H 3.4905 -2.6677 -2.2732
32 H 1.8127 -4.0709 1.0969
33 H 1.4143 -2.5324 1.8983
34 H 3.0798 -2.8579 1.3900
35 H 1.0508 -4.5486 -1.1105
36 H 0.1758 -3.3995 -2.1431
37 H -0.3279 -3.6503 -0.4535
38 H -2.7800 0.8024 -3.1939
39 H -1.2050 1.5390 -3.6517
40 H -1.8109 1.7018 -1.9908
41 H -2.9373 -1.8326 -2.8949
42 H -2.9892 -1.1934 -1.2304
43 H -1.9853 -2.6206 -1.6110
44 H -1.5516 -1.5758 -4.5642
45 H 0.0518 -2.1572 -4.0150
46 H -0.1005 -0.5439 -4.7344
47 C 1.7704 1.2977 -3.7020
48 C 1.5582 2.4060 -2.8632
49 C 0.7751 3.4896 -3.3469
50 C 0.2919 3.4623 -4.6459
51 C 0.5727 2.3950 -5.4956
52 C 1.3421 1.3239 -5.0413
53 Se 2.5419 -0.5102 -3.0031
54 H -0.5159 1.5655 0.4821
55 H 2.1162 2.5406 -1.9184
56 H 0.6024 4.3468 -2.7006
57 H -0.3026 4.3065 -5.0261
58 H 0.2179 2.3919 -6.5276
59 H 1.6103 0.5016 -5.7051
60 C 2.3641 2.3482 0.8626
61 N 2.7722 0.9506 0.4653
62 C 2.9870 0.1646 1.7437
63 N 3.9389 0.8125 2.6419
64 C 3.4986 2.1870 2.9599
65 N 3.3536 3.0057 1.7336
66 C 4.6587 3.0248 1.0302
67 N 5.1409 1.6643 0.6995
68 C 4.1505 0.9942 -0.1707
69 C 5.2520 0.9126 1.9698
70 H 1.4237 2.3074 1.4320
71 H 2.2493 2.9776 -0.0315
72 H 3.3955 -0.8146 1.4694
73 H 2.0293 0.0503 2.2649
74 H 4.2641 2.6553 3.5952
75 H 2.5338 2.1463 3.4854
76 H 4.5525 3.5981 0.0985
77 H 5.3920 3.5035 1.6940
78 H 4.4824 -0.0418 -0.3279
79 H 4.1050 1.5260 -1.1297
80 H 5.9370 1.4495 2.6398
81 H 5.6255 -0.0984 1.7632